(1)
C15H8Cl5CoN2 as an isolated structure at a distorted geometry. Source: OMol25; level of theory: ωB97M-V/def2-TZVPD.

Each line ends with the Löwdin spin population.
Geometry (Å):
Co1 0.1802 0.2000 -0.9256  1.07
N1 -1.3634 1.5760 -0.6903  0.00
C1 -1.8633 1.5077 0.6718  0.00
C2 -2.8779 2.2852 1.1496  0.00
C3 -3.3011 2.1555 2.4882  0.00
C4 -2.6992 1.2517 3.3163  0.00
C5 -1.6469 0.4351 2.8418  0.00
C6 -0.9824 -0.5194 3.6455  0.00
C7 0.0237 -1.2682 3.1100  0.00
C8 0.3798 -1.0758 1.7655  0.00
N2 -0.2143 -0.1965 0.9828  -0.01
C9 -1.2299 0.5684 1.5058  0.00
H1 -2.1205 1.3954 -1.3468  0.00
H2 -1.0397 2.5195 -0.8945  0.00
H3 -3.3604 3.0054 0.4998  0.00
H4 -4.1059 2.7791 2.8507  0.00
H5 -3.0176 1.1468 4.3452  0.00
H6 -1.2840 -0.6416 4.6783  0.00
H7 0.5536 -2.0057 3.6944  0.00
H8 1.1708 -1.6548 1.3184  0.00
Cl1 2.7417 -2.5074 -0.1969  0.00
C10 2.5554 -1.7326 -1.7319  -0.01
C11 1.5902 -0.7473 -1.9123  -0.04
C12 1.5319 -0.1974 -3.1727  0.00
Cl2 0.2915 1.0539 -3.3585  -0.01
C13 2.3370 -0.5421 -4.2437  0.00
Cl3 2.1561 0.2248 -5.7633  0.00
C14 3.2915 -1.5320 -4.0304  0.00
Cl4 4.3200 -2.0086 -5.3105  0.00
C15 3.4023 -2.1295 -2.7703  0.00
Cl5 4.5809 -3.3458 -2.5166  0.00

As for the expectation value of S²: 0.80. Its charge is +1. The LUMO energy (alpha / beta) is -4.2 / -3.9 eV. Its multiplicity is 2.

=====

(2)
A 2-piece molecular cluster, C17H16F4NO5 overall at a distorted geometry. Source: OMol25; level of theory: ωB97M-V/def2-TZVPD.

Each line ends with the Mulliken charge.
Geometry (Å):
C1 -0.7456 0.5062 -1.8684  -0.90
C2 0.5354 -0.4979 -1.9399  0.46
F1 0.4812 -1.3567 -3.1237  -0.38
C3 0.5970 -1.3651 -0.5746  -0.29
C4 1.0031 -0.4173 0.6523  0.22
C5 0.1957 -0.2688 1.9821  -0.48
C6 0.7558 0.7299 3.0598  -0.42
N1 1.9778 1.5210 2.8227  -0.01
C7 2.7717 1.4280 1.6126  0.10
C8 4.0949 2.2848 1.2974  -0.80
C9 3.6530 3.8318 1.2268  -0.24
O1 4.8371 4.5872 0.8068  -0.53
C10 2.4965 4.1359 0.1460  0.92
F2 1.1897 4.2056 0.7525  -0.26
F3 2.7362 5.4428 -0.4044  -0.26
F4 2.4784 3.2069 -0.9485  -0.24
C11 2.2958 0.4502 0.4908  -0.17
H1 -1.0369 0.7839 -2.9552  0.36
H2 -0.4112 1.4811 -1.3299  0.20
H3 -1.6139 0.0228 -1.2967  0.22
H4 1.4485 0.1798 -2.0995  0.20
H5 -0.4356 -1.8346 -0.3525  0.00
H6 1.3383 -2.2468 -0.6370  0.38
H7 -0.7469 -0.8967 2.1279  0.46
H8 0.1593 0.8427 4.0341  0.33
H9 2.2595 2.1778 3.5755  0.29
H10 4.9739 2.0697 1.9939  0.35
H11 4.4545 2.0052 0.2302  0.34
H12 3.2528 4.1596 2.2448  0.35
H13 5.1948 4.0369 0.0630  0.37
H14 2.8911 0.3868 -0.4892  0.24
C12 -4.7247 -3.9840 0.3254  -0.80
C13 -5.6756 -4.2815 -0.6079  0.25
C14 -5.3471 -3.7521 -2.0053  0.45
O2 -6.0306 -3.9694 -3.0021  -0.68
C15 -4.1368 -2.9225 -2.1691  -0.73
C16 -3.1999 -2.6179 -1.2341  0.31
C17 -3.4730 -3.2361 0.1371  0.70
O3 -2.7043 -3.1398 1.1012  -0.75
O4 -2.1604 -1.9071 -1.3698  -0.53
O5 -6.7455 -4.9224 -0.4453  -0.77
H15 -4.8653 -4.3273 1.3449  0.37
H16 -4.0189 -2.5328 -3.1746  0.38

Its charge is -1. The LUMO energy is -0.4 eV. Its multiplicity is 1.